A cluster of 2 separate species, C4H10ClN in total in a non-equilibrium geometry, computed with ωB97M-V/def2-TZVPD.

CARTESIAN COORDINATES (ANGSTROEM)
C (-1.48339, -1.21666, 0.94567)
C (-0.90193, -0.17081, 0.08693)
C (0.16553, -0.33017, -0.71511)
C (0.36223, 0.53990, -1.86384)
Cl (0.84789, -1.82793, -0.86560)
H (-1.07687, -1.16810, 1.94433)
H (-1.46814, -2.20521, 0.54007)
H (-2.51322, -0.85177, 0.91246)
H (-1.45135, 0.75033, -0.07069)
H (1.48334, 0.76569, -2.05430)
H (0.15975, 0.06698, -2.80950)
H (-0.15017, 1.45235, -1.55266)
N (1.23842, 1.11188, 1.40325)
H (1.54530, 1.63417, 0.84088)
H (1.70110, 1.16930, 2.33350)
H (1.54150, 0.28005, 0.92461)

Calculated values
largest force on an atom = 0.30656 Eh/bohr
gap between HOMO and LUMO = 9.31 eV
M = 107.6 g/mol
energy = -673.24861 hartree
2S+1 = 1
structure (SMILES) = C/C=C(/C)Cl.N

***

A cluster of 2 separate species, C4H10ClN in total in a non-equilibrium geometry, computed with ωB97M-V/def2-TZVPD.

CARTESIAN COORDINATES (ANGSTROEM)
H (0.45730, 0.23685, 1.58809)
N (0.91194, 0.31226, 0.73354)
C (0.27030, -0.21218, -0.23558)
C (1.10731, -0.19079, -1.52166)
C (-1.10216, -0.97269, -0.08275)
C (-2.15920, -0.21990, 0.66182)
H (0.95943, 0.67958, -2.10582)
H (2.13700, -0.11735, -1.18457)
H (0.86021, -1.12004, -2.18422)
H (-1.46487, -1.08927, -1.12743)
H (-0.89841, -1.90072, 0.43008)
H (-2.97153, -0.78781, 1.04198)
H (-2.46481, 0.60727, -0.09007)
H (-1.66436, 0.25306, 1.57287)
Cl (3.47597, 2.69372, 1.21357)
H (2.54588, 1.82801, 1.29014)

Calculated values
largest force on an atom = 0.06893 Eh/bohr
gap between HOMO and LUMO = 10.98 eV
M = 107.6 g/mol
energy = -673.32423 hartree
2S+1 = 1
structure (SMILES) = [H]/N=C(/C)CC.Cl

***

An isolated molecule of C4H10ClN in a non-equilibrium geometry, computed with ωB97M-V/def2-TZVPD.

CARTESIAN COORDINATES (ANGSTROEM)
C (-0.17943, -1.78941, 1.34947)
C (-0.04390, -0.43266, 0.47582)
C (0.80852, 0.62938, 1.08575)
N (2.21306, 0.31818, 0.75837)
C (-1.34529, -0.02538, -0.25018)
Cl (-0.78737, 0.68092, -1.80248)
H (0.61994, -1.86288, 2.13766)
H (-0.21149, -2.70356, 0.66990)
H (-1.15567, -1.78905, 1.98046)
H (0.58244, -0.72325, -0.37259)
H (0.54357, 0.62015, 2.18441)
H (0.68719, 1.57644, 0.56204)
H (2.77475, 1.17778, 0.86129)
H (2.53737, -0.42338, 1.37645)
H (-1.79247, 0.82756, 0.19536)
H (-2.13107, -0.79422, -0.22662)

Calculated values
largest force on an atom = 0.06248 Eh/bohr
gap between HOMO and LUMO = 10.47 eV
M = 107.6 g/mol
energy = -673.31674 hartree
2S+1 = 1
structure (SMILES) = C[C@H](CN)CCl

***

A structure of composition C4H10ClN in a non-equilibrium geometry, computed with ωB97M-V/def2-TZVPD.

CARTESIAN COORDINATES (ANGSTROEM)
C (0.85635, -1.03425, -1.21458)
C (-1.44034, 0.67230, -0.29620)
C (1.06259, 0.23104, -0.28166)
C (-0.14573, 0.38938, 0.57916)
N (-0.29038, -0.48419, 1.57353)
Cl (0.49823, 2.25716, 1.61942)
H (1.71780, -1.53581, -1.51195)
H (0.42359, -0.70042, -2.09074)
H (0.14512, -1.62370, -0.73942)
H (-2.05336, 1.46936, 0.18443)
H (-1.16536, 0.81806, -1.26832)
H (-2.08137, -0.25977, -0.26925)
H (1.21492, 1.05659, -0.87550)
H (1.91928, 0.14107, 0.38876)
H (0.47272, -0.95304, 2.12326)
H (-1.13406, -0.44379, 2.07905)

Calculated values
largest force on an atom = 0.09558 Eh/bohr
gap between HOMO and LUMO = 9.97 eV
M = 107.6 g/mol
energy = -673.32641 hartree
2S+1 = 1

***

A cluster of 2 separate species, C4H10ClNO in total in a non-equilibrium geometry, computed with ωB97M-V/def2-TZVPD.

CARTESIAN COORDINATES (ANGSTROEM)
C (-1.56325, -0.08176, -0.36943)
C (0.73241, -0.64267, -1.31916)
C (0.46688, 0.33012, 1.04630)
C (-0.08415, 0.14357, -0.35054)
N (0.33478, -0.86721, 1.79009)
O (0.12485, 1.99408, -1.02905)
Cl (2.21249, 0.90908, 0.97126)
H (-1.93646, -0.15700, -1.38953)
H (-2.09757, 0.71357, 0.14612)
H (-1.76598, -1.01379, 0.15812)
H (0.57352, -1.70781, -1.13530)
H (1.78778, -0.41421, -1.20888)
H (0.42861, -0.41781, -2.33670)
H (-0.05574, 1.13964, 1.56205)
H (0.60849, -0.74309, 2.75577)
H (0.88119, -1.62081, 1.38706)
H (-0.64784, 2.43609, -0.67820)

Calculated values
largest force on an atom = 0.07623 Eh/bohr
gap between HOMO and LUMO = 10.52 eV
M = 123.6 g/mol
energy = -748.54124 hartree
2S+1 = 1

***

An isolated molecule of C4H10ClNSi in a non-equilibrium geometry, computed with ωB97M-V/def2-TZVPD.

CARTESIAN COORDINATES (ANGSTROEM)
C (-2.24929, -1.99671, -0.18129)
C (-1.08458, -1.24956, 0.37472)
C (0.06175, -1.03907, -0.26153)
Si (1.51875, -0.06654, 0.43120)
Cl (3.23165, -0.98564, -0.13657)
N (1.68287, 1.53754, -0.16142)
C (0.64582, 2.53829, -0.08093)
H (-3.12526, -1.34906, -0.22342)
H (-2.49665, -2.83895, 0.46474)
H (-2.03668, -2.36897, -1.18070)
H (-1.22277, -0.86789, 1.37903)
H (0.15743, -1.44379, -1.26473)
H (1.46079, -0.00060, 1.89178)
H (2.33973, 1.72525, -0.90413)
H (0.04161, 2.34828, 0.80328)
H (1.08892, 3.53226, 0.00523)
H (-0.01411, 2.52518, -0.95527)

Calculated values
largest force on an atom = 0.02096 Eh/bohr
gap between HOMO and LUMO = 10.03 eV
M = 135.7 g/mol
energy = -962.90564 hartree
2S+1 = 1
structure (SMILES) = C/C=C/[Si@@H](Cl)NC

***

A structure of composition C4H10CsO in a non-equilibrium geometry, computed with ωB97M-V/def2-TZVPD.

CARTESIAN COORDINATES (ANGSTROEM)
Cs (1.76163, -0.61037, 2.37837)
C (-0.71130, -2.24091, 0.69702)
C (-0.94350, -0.89923, -0.19185)
O (0.14240, 0.01627, 0.14698)
C (0.20270, 1.02689, -0.79210)
C (0.91045, 2.26602, -0.25536)
H (-1.30979, -3.05063, 0.27956)
H (0.28968, -2.64393, 0.54303)
H (-0.94397, -2.07402, 1.74873)
H (-0.94042, -1.21285, -1.23576)
H (-1.89770, -0.41767, 0.02195)
H (0.80185, 0.54917, -1.56728)
H (-0.77632, 1.30276, -1.18392)
H (0.41723, 2.91918, 0.46451)
H (1.04504, 2.98379, -1.06456)
H (1.95196, 2.08560, 0.01071)

Calculated values
largest force on an atom = 0.05765 Eh/bohr
charge = +1
gap between HOMO and LUMO = 10.32 eV
M = 207.0 g/mol
energy = -253.56006 hartree
2S+1 = 1

***

A structure of composition C4H10FN in a non-equilibrium geometry, computed with ωB97M-V/def2-TZVPD.

CARTESIAN COORDINATES (ANGSTROEM)
C (-2.11678, -0.10540, -0.25750)
C (-0.09739, -0.46243, 0.68619)
C (1.38618, -0.28229, 0.26020)
C (1.70930, 0.99690, -0.35152)
H (-2.65880, -1.28712, -0.22559)
H (-2.79203, 0.36408, -1.02086)
H (-2.29527, 0.49990, 0.73754)
H (-0.50422, -0.97868, -1.23222)
H (-0.50979, -1.27363, 1.26261)
H (-0.25330, 0.33480, 1.29905)
H (1.93361, -0.30314, 1.20304)
H (3.07303, 1.43635, 0.27112)
H (0.44596, 1.82015, 0.11835)
H (1.66032, 0.73091, -1.75650)
N (-0.78284, -0.15882, -0.53091)
F (1.80203, -1.33159, -0.46301)

Calculated values
largest force on an atom = 0.11865 Eh/bohr
gap between HOMO and LUMO = 9.52 eV
M = 91.1 g/mol
energy = -312.76465 hartree
2S+1 = 1

***

An isolated molecule of C4H10FN in a non-equilibrium geometry, computed with ωB97M-V/def2-TZVPD.

CARTESIAN COORDINATES (ANGSTROEM)
N (-1.63722, -1.31501, 0.19587)
C (-1.46303, -0.05923, -0.51588)
C (-0.46975, 0.97973, 0.13610)
C (1.01280, 0.78960, -0.22311)
C (1.71657, -0.48246, 0.21677)
F (1.12197, -1.54058, -0.42104)
H (-1.94582, -1.05623, 1.14891)
H (-0.69569, -1.73324, 0.30117)
H (-0.94124, -0.28116, -1.49590)
H (-2.47730, 0.30946, -0.73282)
H (-0.52644, 0.93206, 1.21119)
H (-0.72724, 2.00252, -0.11101)
H (1.11483, 0.95158, -1.32089)
H (1.55987, 1.58241, 0.29157)
H (2.78846, -0.51847, -0.04721)
H (1.56925, -0.56098, 1.36629)

Calculated values
largest force on an atom = 0.03601 Eh/bohr
gap between HOMO and LUMO = 10.22 eV
M = 91.1 g/mol
energy = -313.00383 hartree
2S+1 = 1
structure (SMILES) = NCCCCF

***

A structure of composition C4H10FN2O2PtTi in a non-equilibrium geometry, computed with ωB97M-V/def2-TZVPD.

CARTESIAN COORDINATES (ANGSTROEM)
Pt (1.23422, 0.02751, 1.07813)
Ti (1.14574, -0.11129, -3.52295)
F (1.14171, -0.24989, -1.14877)
O (0.10506, -2.00819, 1.20623)
C (-0.54025, -2.96412, 0.73178)
N (-0.12054, -3.55084, -0.36742)
C (-1.66657, -3.47567, 1.51648)
H (0.69178, -3.11444, -0.77948)
H (-0.27269, -4.53049, -0.56037)
H (-2.40898, -3.78280, 0.77986)
H (-2.00553, -2.58601, 2.04723)
H (-1.42925, -4.29729, 2.19230)
O (1.31439, 2.28312, 0.70160)
C (0.74585, 2.96270, -0.12312)
N (0.31559, 2.46205, -1.26384)
C (0.40432, 4.32673, 0.14639)
H (0.01376, 3.16486, -1.92343)
H (0.46485, 1.49297, -1.50615)
H (-0.22706, 4.27205, 1.03322)
H (-0.21866, 4.79551, -0.61535)
H (1.31235, 4.88356, 0.37772)

Calculated values
largest force on an atom = 0.08146 Eh/bohr
charge = +3
gap between HOMO and LUMO (spin up / spin down) = 3.38 / 5.62 eV
M = 380.1 g/mol
energy = -1485.63397 hartree
2S+1 = 7

***

An isolated molecule of C4H10FOP in a non-equilibrium geometry, computed with ωB97M-V/def2-TZVPD.

CARTESIAN COORDINATES (ANGSTROEM)
C (0.38324, 1.42954, -1.24327)
C (1.05522, 0.09357, -0.98873)
C (1.77947, 0.12278, 0.37281)
O (0.10724, -0.88665, -0.98497)
P (-1.17178, -1.02636, 0.26195)
C (-2.18538, -1.02251, 1.87698)
F (-2.98793, -0.02328, 2.11695)
H (-0.06738, 1.31853, -2.15392)
H (-0.36842, 1.53262, -0.62095)
H (1.10439, 2.28385, -1.25879)
H (1.76857, -0.04612, -1.74964)
H (2.34743, 1.07875, 0.53064)
H (2.23162, -0.71945, 0.47306)
H (0.94885, 0.13094, 1.11832)
H (-2.21945, -0.57321, -0.52453)
H (-1.25850, -2.39720, 0.03457)
H (-1.46718, -1.29581, 2.73953)

Calculated values
largest force on an atom = 0.13716 Eh/bohr
gap between HOMO and LUMO (spin up / spin down) = 8.33 / 8.33 eV
M = 124.1 g/mol
energy = -674.70592 hartree
2S+1 = 1
structure (SMILES) = CC(C)O[PH2]=CF

***

A cluster of 2 separate species, C4H10I4Si2 in total in a non-equilibrium geometry, computed with ωB97M-V/def2-TZVPD.

CARTESIAN COORDINATES (ANGSTROEM)
C (0.56711, -1.93182, 1.35024)
C (1.73544, 2.37870, -2.16740)
C (-0.92697, -2.09769, 1.76483)
C (1.22502, 2.11676, -0.68730)
Si (-2.33110, -1.91645, 0.42756)
Si (-0.50174, 1.49270, -0.45192)
I (-4.62902, -2.02258, 1.15555)
I (-1.89065, -3.84208, -1.12803)
I (-1.03313, 2.25444, 1.84781)
I (-2.02885, 2.60291, -2.07460)
H (0.62959, -1.81686, 0.22503)
H (1.12506, -1.11887, 1.83438)
H (1.02800, -2.79058, 1.71953)
H (1.73469, 1.42114, -2.84885)
H (1.08410, 3.16371, -2.64421)
H (2.73573, 2.71213, -2.51538)
H (-1.02089, -1.57410, 2.60314)
H (-0.96061, -3.19007, 1.99518)
H (1.59983, 2.88916, -0.01623)
H (1.85839, 1.26947, -0.38937)

Calculated values
largest force on an atom = 0.08714 Eh/bohr
gap between HOMO and LUMO (spin up / spin down) = 5.75 / 6.61 eV
M = 621.9 g/mol
energy = -1928.19897 hartree
2S+1 = 1

***

A cluster of 2 separate species, C4H10INO in total in a non-equilibrium geometry, computed with ωB97M-V/def2-TZVPD.

CARTESIAN COORDINATES (ANGSTROEM)
C (-2.04219, -0.10195, 0.56151)
N (-1.42674, 0.46664, -0.60400)
C (-0.99291, 1.87643, -0.37725)
O (-0.37104, -0.35303, -1.15784)
H (-2.60177, -1.02850, 0.22073)
H (-1.47281, -0.44610, 1.42647)
H (-2.70727, 0.51948, 1.02693)
H (-0.38209, 2.55114, -1.13676)
H (-1.93667, 2.47752, -0.12406)
H (-0.41773, 2.03437, 0.53515)
H (-0.77445, -1.25634, -1.28318)
C (1.97520, -1.45357, 0.68444)
C (2.95043, -1.10741, -0.11931)
I (2.97113, 0.42293, -1.67495)
H (0.88690, -1.09959, 0.54644)
H (2.32995, -2.18742, 1.41168)
H (4.01208, -1.31458, 0.06399)

Calculated values
largest force on an atom = 0.07176 Eh/bohr
gap between HOMO and LUMO = 9.13 eV
M = 215.0 g/mol
energy = -585.93884 hartree
2S+1 = 1
structure (SMILES) = CN(C)O.C=CI